(1)
{
  "formula": "C20H57F4N23O11P",
  "method": "wB97M-V/def2-TZVPD",
  "species": ["C", "C", "P", "C", "C", "N", "C", "N", "N", "F", "C", "C", "C", "O", "C", "C", "F", "F", "F", "H", "H", "H", "H", "H", "H", "H", "H", "H", "H", "H", "H", "H", "H", "H", "H", "H", "C", "O", "N", "N", "H", "H", "H", "H", "C", "O", "N", "N", "H", "H", "H", "H", "C", "O", "N", "N", "H", "H", "H", "H", "C", "O", "N", "N", "H", "H", "H", "H", "C", "O", "N", "N", "H", "H", "H", "H", "C", "O", "N", "N", "H", "H", "H", "H", "C", "O", "N", "N", "H", "H", "H", "H", "C", "O", "N", "N", "H", "H", "H", "H", "C", "O", "N", "N", "H", "H", "H", "H", "C", "O", "N", "N", "H", "H", "H", "H"],
  "positions_angstrom": [[4.557, -0.081, 0.950], [4.216, 1.305, 0.172], [2.399, 1.473, -0.314], [1.266, 1.731, 1.169], [0.125, 2.809, 0.749], [1.940, 0.060, -1.299], [1.914, 0.313, -2.731], [1.575, -0.959, -3.248], [1.398, -1.868, -2.273], [1.093, -3.162, -2.419], [1.614, -1.294, -0.974], [1.552, -1.927, 0.478], [-0.018, -2.025, 0.905], [-0.797, -1.643, -0.267], [-1.659, -0.539, 0.063], [-2.468, -0.048, -1.239], [-1.681, -0.313, -2.373], [-3.638, -0.871, -1.313], [-2.853, 1.310, -1.147], [3.887, -0.194, 1.883], [5.638, -0.087, 1.313], [4.348, -0.971, 0.266], [4.523, 2.221, 0.775], [4.806, 1.238, -0.815], [0.834, 0.780, 1.625], [1.870, 2.258, 2.003], [-0.561, 3.076, 1.617], [-0.493, 2.407, -0.139], [0.623, 3.785, 0.409], [2.122, 1.296, -3.256], [2.111, -1.345, 1.277], [1.937, -2.999, 0.418], [-0.162, -1.274, 1.751], [-0.253, -3.096, 1.218], [-2.438, -0.787, 0.861], [-1.027, 0.319, 0.483], [-0.312, -0.258, -7.279], [-0.171, 0.346, -8.331], [-1.093, -1.363, -7.168], [0.301, 0.123, -6.129], [-1.222, -1.873, -6.314], [-1.564, -1.677, -8.001], [0.891, 0.940, -6.170], [0.198, -0.359, -5.255], [3.657, 1.683, -7.032], [3.197, 1.599, -5.897], [3.742, 0.620, -7.864], [4.116, 2.848, -7.548], [4.113, 0.667, -8.795], [3.409, -0.264, -7.515], [4.069, 3.662, -6.958], [4.495, 2.938, -8.473], [6.879, -2.305, -1.166], [7.135, -1.465, -0.316], [6.732, -1.996, -2.479], [6.718, -3.619, -0.870], [6.522, -2.670, -3.192], [6.845, -1.030, -2.739], [6.820, -3.888, 0.095], [6.508, -4.325, -1.552], [1.890, 4.627, 3.977], [2.193, 3.854, 3.070], [0.619, 4.771, 4.416], [2.800, 5.400, 4.613], [0.350, 5.395, 5.154], [-0.089, 4.212, 3.967], [3.757, 5.320, 4.314], [2.571, 6.039, 5.358], [-2.887, 5.298, -1.196], [-2.636, 6.115, -0.324], [-3.033, 5.640, -2.500], [-3.040, 3.975, -0.934], [-3.239, 4.984, -3.231], [-2.926, 6.614, -2.734], [-2.939, 3.683, 0.023], [-3.246, 3.287, -1.633], [-3.252, 4.285, 5.070], [-2.286, 3.541, 5.187], [-4.194, 4.413, 6.036], [-3.464, 5.044, 3.965], [-4.993, 5.016, 5.961], [-4.072, 3.866, 6.872], [-2.786, 4.977, 3.225], [-4.249, 5.659, 3.851], [-7.139, -2.864, -0.514], [-7.757, -3.858, -0.160], [-5.826, -2.681, -0.229], [-7.712, -1.860, -1.222], [-5.299, -1.874, -0.509], [-5.366, -3.408, 0.297], [-8.687, -1.960, -1.453], [-7.223, -1.037, -1.522], [-4.860, -7.115, 1.029], [-3.879, -7.840, 1.123], [-5.797, -7.020, 2.004], [-5.095, -6.342, -0.059], [-6.608, -6.431, 1.944], [-5.658, -7.580, 2.829], [-4.423, -6.385, -0.807], [-5.896, -5.740, -0.155], [4.083, 7.517, 7.442], [2.956, 7.150, 7.134], [5.124, 7.494, 6.572], [4.387, 7.978, 8.678], [6.054, 7.790, 6.806], [4.938, 7.158, 5.643], [3.639, 8.011, 9.352], [5.303, 8.284, 8.951], [-2.877, -11.422, 0.198], [-3.607, -11.069, -0.715], [-2.491, -10.585, 1.193], [-2.386, -12.686, 0.295], [-1.891, -10.858, 1.950], [-2.835, -9.636, 1.157], [-2.651, -13.337, -0.425], [-1.785, -12.997, 1.036]],
  "mulliken_charge": [-0.765, -0.429, -0.457, 0.062, -1.307, 0.541, 0.197, -0.776, 0.908, -0.219, -0.105, -0.200, -0.610, -0.400, -0.026, 0.650, -0.225, -0.265, -0.212, 0.283, 0.370, 0.041, 0.399, 0.270, 0.181, 0.373, 0.131, 0.453, 0.376, 0.440, -0.130, 0.549, 0.387, 0.348, 0.347, -0.283, 0.577, -0.654, -0.350, -0.169, 0.149, 0.219, 0.126, 0.109, 0.667, -0.664, -0.346, -0.416, 0.168, 0.219, 0.218, 0.159, 0.761, -0.645, -0.417, -0.430, 0.162, 0.210, 0.218, 0.165, 0.537, -0.645, -0.201, -0.273, 0.163, 0.070, 0.165, 0.154, 0.614, -0.647, -0.387, -0.229, 0.161, 0.226, 0.146, 0.171, 0.673, -0.632, -0.418, -0.310, 0.157, 0.227, 0.156, 0.172, 0.594, -0.654, -0.229, -0.362, 0.178, 0.190, 0.222, 0.149, 0.603, -0.727, -0.358, -0.360, 0.184, 0.207, 0.183, 0.157, 0.688, -0.698, -0.345, -0.426, 0.173, 0.187, 0.220, 0.159, 0.576, -0.645, -0.318, -0.379, 0.158, 0.310, 0.226, 0.157],
  "homo_ha": -0.383,
  "e_lumo_ev": -3.13,
  "homo_lumo_gap_ev": 7.2785,
  "fmax_ev_per_a": 6.9,
  "charge": 1,
  "energy_ha": -3624.11010
}

---

(2)
{
  "formula": "C3H10O2S",
  "method": "wB97M-V/def2-TZVPD",
  "species": ["C", "O", "C", "C", "S", "H", "H", "H", "H", "H", "H", "H", "H", "H", "H", "O"],
  "positions_angstrom": [[0.565, -1.012, 0.275], [-0.567, -1.644, -0.328], [0.778, 0.364, -0.125], [2.157, 0.746, -0.511], [2.458, 2.517, -0.271], [0.550, -1.164, 1.380], [1.501, -1.512, -0.195], [-1.266, -1.062, -0.260], [0.039, 0.435, -1.197], [0.453, 0.954, 0.754], [2.337, 0.524, -1.622], [2.813, 0.323, 0.073], [1.254, 3.094, -0.385], [-4.391, -0.374, 0.141], [-4.499, -1.534, 1.166], [-4.184, -0.657, 1.107]],
  "mulliken_charge": [-0.342, -0.494, -0.309, -0.704, -0.260, 0.257, 0.242, 0.268, 0.187, 0.287, 0.320, 0.444, 0.111, 0.328, 0.315, -0.650],
  "homo_ha": -0.335,
  "e_lumo_ev": 0.61,
  "e_above_lowest_ev": 1.7783,
  "smiles": "OCCCS.O",
  "homo_lumo_gap_ev": 9.7288,
  "fmax_ev_per_a": 6.4,
  "charge": 0,
  "energy_ha": -668.88492
}

---

(3)
{
  "formula": "C2H2F2NOS",
  "method": "wB97M-V/def2-TZVPD",
  "species": ["C", "C", "N", "O", "F", "F", "S", "H", "H"],
  "positions_angstrom": [[-1.873, -1.052, -0.423], [0.863, 0.533, 0.499], [0.562, 0.142, -0.624], [-2.523, -0.505, 0.360], [2.228, 0.448, 0.982], [0.724, 2.243, 0.763], [-1.449, -2.245, -1.368], [0.200, 0.160, 1.222], [1.268, 0.277, -1.411]],
  "mulliken_charge": [0.537, 0.334, -0.489, -0.328, -0.329, -0.605, -0.305, 0.059, 0.127],
  "homo_ha": -0.161,
  "e_lumo_ev": 3.04,
  "e_above_lowest_ev": 0.9687,
  "homo_lumo_gap_ev": 7.4292,
  "fmax_ev_per_a": 5.6,
  "charge": -1,
  "energy_ha": -805.34656
}